[1]
An isolated molecule of C6H10. Source: the OMol25 dataset; level of theory: ωB97M-V/def2-TZVPD.

Each line ends with the natural charge from an NBO analysis.
Geometry (Å):
1 C -1.596 0.532 0.405  -0.60
2 C -0.549 0.608 -0.758  -0.37
3 C 0.878 0.911 -0.272  -0.41
4 C 1.240 -0.349 0.527  -0.43
5 C 0.417 -1.447 -0.179  -0.58
6 C -0.716 -0.850 -0.977  0.14
7 H -1.158 0.863 1.348  0.22
8 H -2.481 1.119 0.159  0.24
9 H -0.908 1.268 -1.552  0.22
10 H 1.537 1.012 -1.145  0.21
11 H 0.960 1.838 0.307  0.21
12 H 0.929 -0.245 1.574  0.20
13 H 2.314 -0.559 0.531  0.22
14 H 0.094 -2.273 0.465  0.24
15 H 1.002 -1.926 -0.982  0.26
16 H -1.962 -0.500 0.548  0.25

Summary:
Kohn-Sham gap   9.18 eV
Charge   0
Electronic energy   -234.490111 Eh
ΔE to the lowest compared entry with this formula, charge and spin   70.53 kcal/mol

[2]
An isolated molecule of C6H10. Source: the OMol25 dataset; level of theory: ωB97M-V/def2-TZVPD.

Each line ends with the natural charge from an NBO analysis.
Geometry (Å):
1 C -1.252 0.459 0.159  -0.40
2 C -0.313 0.046 1.295  -0.39
3 C 1.147 0.307 0.916  -0.44
4 C 1.474 -0.363 -0.395  -0.20
5 C 0.547 -0.595 -1.324  -0.18
6 C -0.897 -0.186 -1.196  -0.45
7 H -1.214 1.551 0.061  0.20
8 H -2.286 0.208 0.422  0.21
9 H -0.431 -1.023 1.513  0.20
10 H -0.578 0.594 2.207  0.21
11 H 1.819 -0.054 1.703  0.21
12 H 1.326 1.390 0.837  0.21
13 H 2.500 -0.686 -0.565  0.20
14 H 0.824 -1.109 -2.244  0.20
15 H -1.531 -1.063 -1.388  0.21
16 H -1.133 0.523 -2.001  0.22

Summary:
Kohn-Sham gap   10.30 eV
Charge   0
Structure (SMILES)   C1=CCCCC1
Electronic energy   -234.601443 Eh
ΔE to the lowest compared entry with this formula, charge and spin   0.67 kcal/mol

[3]
An isolated molecule of C6H10. Source: the OMol25 dataset; level of theory: ωB97M-V/def2-TZVPD.

Each line ends with the natural charge from an NBO analysis.
Geometry (Å):
1 C 3.016 -0.307 -0.010  -0.60
2 C 1.443 -0.451 0.022  -0.35
3 C 0.646 0.844 0.041  -0.48
4 C -0.714 0.446 -0.045  -0.02
5 C -1.815 0.009 -0.048  0.00
6 C -3.219 -0.329 0.011  -0.68
7 H 3.482 -0.009 -1.078  0.19
8 H 3.241 0.535 0.664  0.20
9 H 3.429 -1.236 0.136  0.21
10 H 1.260 -1.076 -0.732  0.19
11 H 1.170 -1.057 0.916  0.19
12 H 0.922 1.300 0.956  0.22
13 H 1.076 1.507 -0.712  0.23
14 H -3.799 0.400 -0.625  0.24
15 H -3.501 -1.183 -0.459  0.23
16 H -3.412 -0.452 1.109  0.24

Summary:
Kohn-Sham gap   10.34 eV
Charge   0
Structure (SMILES)   CC#CCCC
Electronic energy   -234.509552 Eh
ΔE to the lowest compared entry with this formula, charge and spin   58.33 kcal/mol

[4]
An isolated molecule of C6H10. Source: the OMol25 dataset; level of theory: ωB97M-V/def2-TZVPD.

Each line ends with the natural charge from an NBO analysis.
Geometry (Å):
1 C -0.536 -2.066 0.330  -0.15
2 C -1.851 -2.124 0.470  -0.42
3 C 0.176 -1.125 -0.621  -0.47
4 C 0.528 0.151 0.125  -0.18
5 C 0.348 1.344 -0.413  -0.17
6 C 0.909 2.671 0.044  -0.65
7 H 0.137 -2.566 1.015  0.19
8 H -2.536 -1.557 -0.151  0.20
9 H -2.192 -2.605 1.383  0.20
10 H -0.533 -0.914 -1.424  0.21
11 H 1.162 -1.505 -0.881  0.22
12 H 1.350 0.072 0.842  0.19
13 H -0.116 1.392 -1.400  0.18
14 H 0.145 3.428 -0.103  0.22
15 H 1.910 2.838 -0.335  0.22
16 H 1.100 2.567 1.120  0.21

Summary:
Kohn-Sham gap   10.51 eV
Charge   0
Structure (SMILES)   C=CC/C=C/C
Electronic energy   -234.544094 Eh
ΔE to the lowest compared entry with this formula, charge and spin   36.66 kcal/mol